Entry from the Open Molecules 2025 dataset: a structure of composition C34H65Cl3CoNO4P (the ωB97M-V functional and the def2-TZVPD basis).

The expectation value of S² is 0.9148. As for the multiplicity: 2. For the HOMO-LUMO gap (alpha / beta), the calculation gives 4.76 / 5.01 eV. For the total energy, the calculation gives -130471.74044 eV. The calculation puts the HOMO energy (alpha / beta) at -0.2421 / -0.2422 Eh.

XYZ file:
```
109
C34H65Cl3CoNO4P | the Open Molecules 2025 dataset | the ωB97M-V functional and the def2-TZVPD basis
Co -1.003 1.605 0.651
C 1.853 3.546 -2.022
O 1.792 2.696 -0.905
C 2.692 3.063 0.096
C 2.582 2.083 1.255
O 1.334 2.018 1.926
C 1.228 2.921 3.020
C 0.703 4.303 2.663
O -0.435 4.171 1.866
C -0.936 5.430 1.466
H 2.861 3.558 -2.454
H 1.146 3.162 -2.754
H 1.572 4.573 -1.760
H 3.726 3.014 -0.286
H 2.509 4.095 0.422
H 2.738 1.079 0.858
H 3.376 2.314 1.976
H 0.540 2.455 3.724
H 2.205 3.033 3.504
H 0.458 4.837 3.594
H 1.469 4.890 2.138
H -1.243 6.018 2.338
H -0.180 6.000 0.911
H -1.788 5.266 0.820
C -5.188 0.554 -0.265
C -4.126 1.337 0.521
C -4.270 2.830 0.243
C -2.755 0.771 0.161
H -6.193 0.878 0.013
H -5.112 -0.518 -0.069
H -5.061 0.717 -1.337
H -4.333 1.188 1.583
H -4.156 3.044 -0.819
H -3.509 3.392 0.785
H -5.252 3.186 0.558
H -2.674 0.810 -0.933
H -2.712 -0.281 0.462
Cl -3.387 3.493 -3.658
C -2.179 4.213 -2.664
Cl -1.122 5.302 -3.479
Cl -3.507 5.789 -1.584
C -1.649 3.416 -1.669
N -1.233 2.775 -0.782
O 0.256 -0.134 -0.262
P 0.822 -1.442 -0.717
C -0.613 -2.594 -0.968
C -0.381 -4.062 -1.374
C -0.577 -4.413 -2.854
C -1.800 -3.737 -3.462
C -1.677 -2.229 -3.277
C -1.703 -1.886 -1.791
C 1.983 -1.988 0.640
C 2.810 -3.283 0.573
C 2.160 -4.509 1.218
C 1.685 -4.198 2.632
C 0.681 -3.051 2.579
C 1.339 -1.791 2.023
C 1.794 -1.178 -2.282
C 2.360 -2.421 -2.990
C 3.609 -2.077 -3.803
C 4.756 -1.607 -2.902
C 4.247 -0.727 -1.743
C 2.885 -0.115 -2.068
H -0.966 -2.592 0.072
H -1.078 -4.673 -0.792
H 0.628 -4.365 -1.094
H -0.664 -5.499 -2.934
H 0.300 -4.120 -3.429
H -2.710 -4.094 -2.970
H -1.868 -3.989 -4.522
H -2.504 -1.715 -3.771
H -0.744 -1.882 -3.732
H -2.682 -2.166 -1.392
H -1.594 -0.812 -1.653
H 2.688 -1.154 0.527
H 3.746 -3.091 1.109
H 3.081 -3.521 -0.455
H 2.890 -5.321 1.231
H 1.304 -4.848 0.634
H 2.538 -3.911 3.254
H 1.226 -5.084 3.076
H 0.302 -2.842 3.580
H -0.164 -3.345 1.950
H 2.119 -1.475 2.723
H 0.613 -0.979 1.955
H 1.023 -0.720 -2.915
H 1.614 -2.821 -3.673
H 2.609 -3.210 -2.281
H 3.357 -1.296 -4.524
H 3.924 -2.956 -4.368
H 5.474 -1.052 -3.508
H 5.280 -2.476 -2.496
H 4.960 0.074 -1.541
H 4.184 -1.332 -0.837
H 2.984 0.480 -2.981
H 2.555 0.569 -1.289
C -3.207 1.123 4.324
C -2.533 0.282 3.236
C -1.885 -0.961 3.844
C -1.506 1.126 2.481
H -3.982 0.552 4.841
H -3.667 2.011 3.889
H -2.473 1.448 5.065
H -3.320 -0.074 2.566
H -1.055 -0.690 4.501
H -1.500 -1.604 3.052
H -2.605 -1.533 4.432
H -0.499 0.775 2.748
H -1.608 2.176 2.781
```